# 1
Computed, not measured: a structure of composition C44H59BN12O3RbS3, with wB97M-V/def2-TZVPD.

Calculated values
**Total charge**: -1
**HOMO**: -4.63 eV
**F_max**: 0.30 eV Å⁻¹
**LUMO energy**: 1.58 eV
**Kohn-Sham gap**: 6.21 eV
**DFT total energy**: -104455.129 eV

Positions of all 123 atoms, in Å:
Rb  -1.367  0.183  -0.663
C  3.556  1.755  -3.136
C  4.365  0.527  -2.714
C  5.759  0.649  -3.328
C  3.733  -0.771  -3.216
N  4.485  0.486  -1.234
C  5.694  0.507  -0.552
C  5.409  0.455  0.757
N  4.041  0.390  0.912
B  3.519  0.273  2.389
N  3.706  -1.145  2.946
C  4.058  -1.305  4.270
C  3.987  -2.609  4.573
N  3.598  -3.278  3.416
C  3.452  -2.366  2.406
S  3.112  -2.664  0.777
C  3.356  -4.738  3.348
C  3.595  -5.349  4.732
C  4.329  -5.387  2.363
C  1.899  -4.989  2.958
N  2.106  0.913  2.545
C  1.941  2.186  2.042
C  0.700  2.601  2.327
N  0.067  1.570  3.012
C  0.969  0.546  3.192
S  0.768  -0.845  4.149
C  -1.273  1.805  3.629
C  -2.132  2.633  2.666
C  -2.046  0.521  3.921
C  -1.043  2.573  4.933
C  3.465  0.391  -0.316
S  1.809  0.299  -0.671
H  3.462  1.770  -4.225
H  4.070  2.667  -2.823
H  2.564  1.737  -2.691
H  5.642  0.705  -4.411
H  6.380  -0.219  -3.104
H  6.272  1.554  -3.000
H  3.692  -0.753  -4.308
H  2.729  -0.886  -2.819
H  4.330  -1.628  -2.899
H  6.643  0.568  -1.046
H  6.065  0.456  1.609
H  4.281  0.967  3.032
H  4.280  -0.460  4.895
H  4.151  -3.104  5.509
H  4.624  -5.209  5.067
H  3.405  -6.420  4.663
H  2.915  -4.937  5.480
H  5.358  -5.211  2.685
H  4.201  -4.985  1.361
H  4.151  -6.465  2.348
H  1.237  -4.494  3.671
H  1.697  -6.062  2.966
H  1.694  -4.592  1.967
H  2.728  2.680  1.500
H  0.208  3.520  2.076
H  -2.242  2.144  1.699
H  -1.750  3.639  2.498
H  -3.129  2.734  3.097
H  -2.141  -0.084  3.020
H  -3.045  0.817  4.248
H  -1.573  -0.081  4.688
H  -0.535  3.520  4.742
H  -0.429  1.976  5.611
H  -1.998  2.782  5.417
O  -7.761  4.798  -1.518
C  -6.614  5.227  -1.742
O  -6.220  6.320  -2.183
C  -5.481  4.218  -1.419
C  -4.151  4.539  -1.625
C  -3.165  3.597  -1.349
N  -3.442  2.383  -0.871
C  -4.725  2.078  -0.658
C  -5.766  2.958  -0.919
C  -5.005  0.722  -0.100
C  -6.200  0.065  -0.400
C  -6.434  -1.190  0.134
C  -5.473  -1.758  0.956
C  -4.314  -1.036  1.193
N  -4.073  0.168  0.682
C  -1.726  3.912  -1.595
C  -1.365  4.825  -2.585
C  -0.026  5.107  -2.784
C  0.918  4.469  -1.996
C  0.472  3.564  -1.044
N  -0.816  3.287  -0.841
H  -3.928  5.534  -1.985
H  -6.804  2.718  -0.727
H  -6.925  0.535  -1.050
H  -7.353  -1.716  -0.090
H  -5.609  -2.735  1.400
H  -3.536  -1.444  1.833
H  -2.126  5.293  -3.195
H  0.275  5.812  -3.549
H  1.977  4.652  -2.118
H  1.171  3.009  -0.430
C  -2.258  0.212  -4.125
C  -3.323  -0.861  -3.873
N  -3.456  -1.247  -2.472
C  -3.382  -2.675  -2.183
C  -2.046  -3.322  -2.551
N  -0.890  -2.628  -2.008
C  0.159  -2.280  -2.958
C  -0.290  -1.316  -4.058
N  -0.956  -0.118  -3.572
H  -2.234  0.382  -5.215
H  -2.584  1.147  -3.660
H  -4.267  -0.471  -4.268
H  -3.097  -1.745  -4.475
H  -4.313  -0.877  -2.083
H  -3.547  -2.791  -1.108
H  -4.173  -3.253  -2.692
H  -2.089  -4.363  -2.209
H  -1.958  -3.381  -3.639
H  -0.483  -3.132  -1.233
H  0.966  -1.827  -2.380
H  0.578  -3.165  -3.469
H  0.599  -1.067  -4.648
H  -0.958  -1.837  -4.751
H  -0.338  0.681  -3.582
O  -0.415  -2.755  1.248
C  -0.570  -1.688  1.579



# 2
Computed, not measured: a structure of composition C9H28O7V, with wB97M-V/def2-TZVPD.

Calculated values
**Total charge**: +1
**HOMO**: -13.48 eV
**F_max**: 4.10 eV Å⁻¹
**LUMO energy**: -4.09 eV
**Kohn-Sham gap**: 9.39 eV
**DFT total energy**: -49801.927 eV

Positions of all 45 atoms, in Å:
O  -0.218  -0.453  -0.976
V  -1.361  0.004  0.105
O  -2.781  0.176  -0.680
O  -2.400  0.701  2.020
H  -2.488  0.193  2.827
H  -3.038  1.408  2.110
O  0.254  -0.401  1.666
H  -0.057  -0.263  2.561
H  1.208  -0.409  1.743
C  0.919  3.516  -1.252
C  -0.536  3.111  -1.002
C  -0.991  2.476  -2.252
O  -0.554  2.131  0.048
H  1.524  2.632  -1.449
H  1.342  4.106  -0.439
H  1.064  4.200  -2.089
H  -1.097  4.032  -0.847
H  -1.071  3.195  -3.066
H  -1.983  2.096  -2.009
H  -0.384  1.667  -2.659
H  -0.363  2.642  0.838
C  -1.330  -4.116  -0.781
C  -2.394  -3.081  -0.510
C  -3.754  -3.630  -0.199
O  -1.972  -2.258  0.580
H  -1.671  -4.799  -1.558
H  -1.148  -4.738  0.095
H  -0.396  -3.658  -1.107
H  -2.459  -2.400  -1.358
H  -4.571  -2.953  0.053
H  -3.615  -4.316  0.636
H  -4.239  -4.215  -0.980
H  -1.641  -2.778  1.317
C  3.537  0.387  -0.566
C  3.750  0.225  0.899
C  3.441  1.485  1.613
O  2.915  -0.828  1.390
H  3.937  -0.516  -1.027
H  4.035  1.308  -0.867
H  2.464  0.480  -0.733
H  4.758  -0.069  1.193
H  3.782  1.305  2.632
H  2.378  1.720  1.666
H  3.946  2.380  1.251
H  3.257  -1.696  1.162



# 3
Computed, not measured: an isolated molecule of C5H6O, with wB97M-V/def2-TZVPD.

Calculated values
**HOMO**: -9.69 eV
**F_max**: 1.56 eV Å⁻¹
**LUMO energy**: 0.89 eV
**Kohn-Sham gap**: 10.58 eV
**DFT total energy**: -7326.910 eV

Positions of all 12 atoms, in Å:
C  2.278  -0.372  1.135
C  1.657  -0.208  0.117
C  0.557  -0.524  -0.787
C  -0.734  -0.286  0.052
C  -1.582  0.960  -0.194
O  -0.984  -0.998  0.995
H  2.768  -0.752  1.997
H  0.519  -0.104  -1.794
H  0.915  -1.566  -0.890
H  -2.624  0.741  0.062
H  -1.525  1.377  -1.203
H  -1.244  1.732  0.510



# 4
Computed, not measured: a cluster of 10 separate species, C26H76N8O10 in total, with wB97M-V/def2-TZVPD.

Calculated values
**HOMO**: -8.64 eV
**F_max**: 2.31 eV Å⁻¹
**LUMO energy**: 0.32 eV
**Kohn-Sham gap**: 8.96 eV
**DFT total energy**: -60587.495 eV

Positions of all 120 atoms, in Å:
C  4.640  2.309  4.521
O  5.815  2.006  3.805
C  5.775  0.946  2.912
C  5.050  1.252  1.607
C  5.132  0.110  0.560
N  5.509  2.433  0.912
H  4.912  3.044  5.277
H  4.277  1.380  4.970
H  3.844  2.781  3.937
H  6.768  0.616  2.575
H  5.446  0.005  3.376
H  3.973  1.310  1.803
H  6.039  0.005  -0.039
H  4.323  0.195  -0.166
H  4.943  -0.855  1.043
H  5.705  3.135  1.630
H  6.462  2.188  0.636
C  -4.208  -3.421  -3.948
O  -3.689  -2.123  -3.611
C  -2.643  -1.749  -4.520
C  -1.337  -2.569  -4.678
C  -0.840  -2.987  -3.270
N  -0.227  -1.762  -5.236
H  -4.980  -3.687  -3.229
H  -3.341  -4.078  -3.858
H  -4.663  -3.483  -4.939
H  -3.080  -1.748  -5.526
H  -2.470  -0.720  -4.201
H  -1.669  -3.340  -5.376
H  -1.365  -3.796  -2.759
H  -0.862  -2.151  -2.571
H  0.193  -3.311  -3.406
H  0.451  -2.346  -5.709
H  -0.579  -1.111  -5.931
C  2.749  -0.294  -4.183
O  2.555  1.102  -4.105
C  1.702  1.455  -3.014
C  1.507  2.944  -2.884
C  2.823  3.604  -2.383
N  0.540  3.157  -1.798
H  3.542  -0.563  -3.475
H  3.138  -0.585  -5.158
H  1.886  -0.918  -3.946
H  0.750  0.942  -3.194
H  2.173  1.032  -2.118
H  1.215  3.309  -3.869
H  2.609  4.523  -1.831
H  3.407  4.017  -3.215
H  3.536  2.998  -1.824
H  0.434  2.348  -1.191
H  0.854  3.897  -1.190
C  -4.581  -0.319  5.941
O  -4.059  0.891  5.399
C  -4.264  1.084  4.008
C  -3.150  0.442  3.194
C  -1.754  0.804  3.735
N  -3.144  0.952  1.816
H  -5.670  -0.309  5.828
H  -4.396  -0.507  6.995
H  -4.190  -1.139  5.333
H  -5.263  0.723  3.733
H  -4.349  2.155  3.803
H  -3.237  -0.649  3.194
H  -1.028  0.484  2.989
H  -1.510  0.373  4.704
H  -1.812  1.890  3.842
H  -4.070  0.936  1.388
H  -3.064  1.973  1.930
N  -2.299  2.545  -2.675
C  -2.319  3.004  -3.978
N  -3.559  3.433  -4.346
O  -1.374  2.988  -4.756
H  -3.131  2.533  -2.125
H  -1.398  2.433  -2.229
H  -4.285  3.293  -3.670
H  -3.651  4.234  -4.946
N  -0.609  4.745  1.451
C  -1.924  4.719  1.767
N  -2.458  5.940  2.035
O  -2.509  3.641  1.595
H  0.034  5.441  1.788
H  -0.216  3.899  1.076
H  -1.807  6.672  2.250
H  -3.433  6.060  2.233
C  3.606  -2.437  -1.314
C  3.962  -3.656  -0.508
O  2.785  -4.328  -0.071
H  2.697  -2.013  -0.894
H  3.470  -2.799  -2.338
H  4.446  -1.744  -1.359
H  4.400  -3.298  0.430
H  4.658  -4.354  -0.980
H  2.416  -4.791  -0.832
C  0.082  -2.824  2.821
C  -0.335  -3.662  4.009
O  -1.102  -4.760  3.520
H  -0.711  -2.282  2.297
H  0.546  -3.379  2.004
H  0.750  -2.011  3.121
H  -0.874  -2.992  4.688
H  0.517  -3.960  4.624
H  -0.877  -5.583  3.959
C  1.082  1.015  0.737
C  0.102  0.101  0.009
O  -1.003  0.896  -0.383
H  1.501  1.669  -0.024
H  1.909  0.495  1.217
H  0.490  1.661  1.387
H  -0.274  -0.724  0.622
H  0.549  -0.334  -0.887
H  -1.588  1.025  0.380
C  -3.265  -2.699  0.510
C  -3.161  -4.113  -0.083
O  -1.980  -4.679  0.486
H  -3.473  -2.753  1.582
H  -4.042  -2.106  0.021
H  -2.360  -2.109  0.367
H  -3.025  -3.891  -1.142
H  -4.066  -4.703  0.064
H  -2.080  -4.694  1.445